{"formula": "C16H27BIrN11O2", "method": "ωB97M-V/def2-TZVPD", "species": ["C", "H", "H", "N", "H", "H", "N", "O", "H", "H", "H", "B", "H", "N", "N", "H", "N", "H", "H", "H", "C", "H", "C", "C", "Ir", "H", "H", "C", "H", "H", "H", "C", "H", "H", "C", "C", "C", "N", "O", "N", "C", "C", "N", "N", "N", "H", "C", "H", "H", "N", "H", "C", "H", "C", "H", "C", "H", "C"], "positions_angstrom": [[-1.5407, -3.9277, 0.8930], [-0.7577, 0.0491, -5.0964], [-0.8988, -6.1992, -0.4753], [0.3080, -1.5450, -2.4776], [1.4497, -2.8961, -4.6925], [3.2071, 0.9721, 2.1143], [1.8265, -0.7111, -0.1108], [-4.1499, 1.0370, -0.3293], [-0.1349, -3.5917, -4.3507], [3.8998, -3.2358, -2.5053], [0.0905, -0.1986, 2.7426], [0.9455, -2.5726, -1.5271], [5.0697, -0.9053, 0.1099], [-3.1209, 0.4129, -0.4788], [-0.1285, -2.9323, -0.4723], [0.7698, 1.2075, 2.2085], [-0.6269, -1.9809, 0.3688], [-4.1139, 2.0062, 1.2647], [1.3304, -3.5327, -2.1067], [2.2416, 1.7633, 0.8303], [-0.4784, -0.2958, -4.1156], [0.7330, -5.6058, -0.7964], [0.0629, -1.5370, -3.7940], [-1.0160, 1.8164, -2.7001], [-0.0892, -0.0924, 0.0430], [3.6289, -4.1920, -1.0483], [-3.3880, 2.4293, 2.7995], [-2.2616, -1.9355, 2.3132], [-0.8579, 2.4123, -3.5965], [-1.9815, -0.9042, 2.4832], [-1.2830, 1.7256, 3.3219], [-1.4956, -2.5788, 1.2089], [0.0632, -2.4674, -5.6969], [3.9738, 1.6501, 0.6914], [4.0174, -1.0407, -0.0720], [-0.3273, -5.3732, -0.8906], [3.0940, 1.1102, 1.0367], [-3.3276, 1.9769, 1.9011], [-2.8960, -0.4013, -1.3259], [2.0963, -1.8600, -0.7815], [2.9876, -0.1925, 0.3146], [3.4209, -2.0813, -0.7694], [-2.0193, 0.6914, 0.3720], [-0.0319, 0.5876, 2.1026], [-1.2032, 1.3037, 2.4088], [-3.3317, -1.9676, 2.1051], [-0.6695, -4.1183, -0.1659], [-0.5618, -5.2917, -1.9515], [-2.0960, -2.4873, 3.2382], [-0.0581, -0.3532, -1.9461], [5.1183, -3.2610, -1.2296], [-2.2349, 1.3476, 1.5222], [-0.4648, 2.3001, -1.8902], [0.3794, -2.6894, -4.6811], [-2.0829, 1.8518, -2.4771], [-0.5504, 0.4188, -2.9314], [-2.1350, -4.6789, 1.3847], [4.0493, -3.2604, -1.4258]], "atomic_forces_ev_per_a": [[0.0, 0.0, 0.0], [0.0, 0.0, 0.0], [0.0, 0.0, 0.0], [0.1, 0.0, 0.1], [0.0, 0.0, 0.0], [0.0, 0.0, 0.0], [0.1, 0.0, 0.1], [-0.1, -0.1, 0.0], [0.0, 0.0, 0.0], [0.0, 0.0, 0.0], [-0.1, 0.0, 0.1], [0.0, 0.1, 0.0], [0.0, 0.0, 0.0], [0.2, 0.3, -0.3], [0.1, 0.1, 0.1], [0.0, 0.0, 0.1], [-0.1, 0.0, 0.1], [0.0, 0.0, 0.0], [0.0, 0.0, 0.0], [0.0, 0.0, 0.0], [0.0, -0.1, -0.1], [0.0, 0.0, 0.0], [0.0, 0.1, -0.1], [0.0, 0.0, 0.0], [0.1, 0.2, 0.0], [0.0, 0.0, 0.0], [0.0, 0.0, 0.0], [0.0, 0.0, 0.0], [0.0, 0.0, 0.0], [0.0, 0.0, 0.0], [0.0, 0.0, 0.0], [0.0, 0.0, 0.0], [0.0, 0.0, 0.0], [0.0, 0.0, 0.0], [0.0, 0.0, 0.0], [0.0, 0.0, 0.0], [0.0, 0.0, 0.0], [0.0, 0.0, 0.0], [-0.1, -0.2, 0.2], [0.0, 0.0, 0.0], [0.0, 0.0, 0.0], [0.0, 0.0, 0.0], [0.1, -0.1, -0.1], [0.1, -0.4, -0.1], [0.0, 0.2, -0.1], [0.0, 0.0, 0.0], [0.0, 0.0, 0.0], [0.0, 0.0, 0.0], [0.0, 0.0, 0.0], [-0.5, -0.1, -0.1], [0.0, 0.0, 0.0], [-0.1, -0.2, 0.2], [0.0, 0.0, 0.0], [0.0, 0.0, 0.0], [0.0, 0.0, 0.0], [0.2, 0.0, 0.1], [0.0, 0.0, 0.0], [0.0, 0.0, 0.0]], "orbital_gap_ev": 7.16, "multiplicity": 1, "e_homo_ev": -14.72, "total_charge": 2, "de_lowest_ev": 0.0000, "total_energy_ev": -41017.650}